The following is a quantum chemistry calculation of an isolated ion of composition C15H18Cl2N and charge +1, from the OMol25 dataset.

Bonds (Å) are listed after each position.
Positions of all 36 atoms, in Å:
1 Cl -4.217 -1.450 2.225  C5 1.717
2 Cl -1.897 -2.338 0.379  C12 1.730
3 N -0.962 2.496 0.583  C8 1.276, C15 1.491, H21 1.013
4 C -1.156 0.220 0.011  C7 1.554, C12 1.518, C15 1.537, H27 1.083
5 C -3.155 -0.288 1.538  Cl1 1.717, C12 1.338, C14 1.507
6 C 2.358 -2.126 -2.977  C9 1.502, H24 1.092, H33 1.089, H36 1.091
7 C -1.802 1.142 -1.060  C4 1.554, C8 1.478, H32 1.096, H34 1.090
8 C -1.730 2.480 -0.437  N3 1.276, C7 1.478, H28 1.084
9 C 2.419 -1.663 -1.549  C6 1.502, C13 1.388, C18 1.390
10 C 2.501 -0.791 1.109  C11 1.385, C16 1.384, H30 1.083
11 C 3.096 -1.988 0.745  C10 1.385, C18 1.385, H26 1.082
12 C -2.152 -0.665 0.737  Cl2 1.730, C4 1.518, C5 1.338
13 C 1.831 -0.465 -1.167  C9 1.388, C16 1.394, H31 1.087
14 C -3.489 1.137 1.897  C5 1.507, H19 1.093, H22 1.087, H29 1.091
15 C -0.324 1.181 0.877  N3 1.491, C4 1.537, C17 1.554, H23 1.090
16 C 1.850 -0.027 0.156  C10 1.384, C13 1.394, C17 1.508
17 C 1.193 1.270 0.555  C15 1.554, C16 1.508, H20 1.093, H25 1.091
18 C 3.049 -2.421 -0.569  C9 1.390, C11 1.385, H35 1.084
19 H -3.871 1.692 1.036  C14 1.093
20 H 1.357 2.030 -0.214  C17 1.093
21 H -0.756 3.309 1.152  N3 1.013
22 H -4.269 1.151 2.654  C14 1.087
23 H -0.467 0.979 1.938  C15 1.090
24 H 1.434 -2.680 -3.157  C6 1.092
25 H 1.685 1.630 1.460  C17 1.091
26 H 3.607 -2.585 1.489  C11 1.082
27 H -0.500 -0.479 -0.494  C4 1.083
28 H -2.237 3.378 -0.773  C8 1.084
29 H -2.630 1.660 2.321  C14 1.091
30 H 2.557 -0.464 2.140  C10 1.083
31 H 1.379 0.157 -1.935  C13 1.087
32 H -1.179 1.180 -1.962  C7 1.096
33 H 3.187 -2.791 -3.215  C6 1.089
34 H -2.820 0.873 -1.340  C7 1.090
35 H 3.524 -3.356 -0.844  C18 1.084
36 H 2.376 -1.281 -3.665  C6 1.091

Output
* molecular weight: 283.22 g/mol
* E_LUMO: -4.3307 eV
* total charge: +1
* spin multiplicity: 1
* structure (SMILES): C/C(Cl)=C(/Cl)[C@H]1CC=[NH+][C@@H]1Cc1cccc(C)c1